Entry 1:
Density functional theory data (ωB97M-V/def2-TZVPD) for a structure of composition C18H14F5IN2OPb.

The geometry in XYZ format:
```
42
Properties=species:S:1:pos:R:3:forces:R:3:nbo_charge:R:1
C -1.901 -1.669 -4.541 0.2 -0.1 0.3 -0.14
H -1.392 -4.800 -2.093 0.1 -0.1 0.4 0.22
H -0.241 1.148 2.796 0.2 -0.2 -0.4 0.22
C -0.026 -4.549 1.023 -0.1 0.2 -0.3 -0.23
C 4.302 2.911 -0.479 0.4 0.4 0.4 0.27
C -1.127 0.110 -3.133 0.1 -0.5 -0.1 0.09
C -0.104 2.508 0.475 -0.1 2.1 -1.3 -0.74
F 5.794 3.519 1.263 0.3 0.1 -0.1 -0.30
C -0.682 -2.984 -1.190 0.6 -0.8 1.3 0.18
H 0.962 2.785 0.469 -0.6 -0.2 -0.1 0.20
C 5.035 2.593 0.669 -0.2 -0.5 -0.1 0.23
F 2.713 2.296 -2.120 0.1 0.0 0.5 -0.31
H -1.911 0.422 -5.122 0.0 -0.2 0.2 0.24
C -1.672 -0.306 -4.350 0.0 -0.2 0.2 -0.23
H -0.609 2.861 -0.432 0.0 -0.1 0.2 0.20
H -1.728 -3.645 -3.631 -0.1 0.5 -0.2 0.22
H 1.288 0.164 2.590 -0.3 0.1 -0.1 0.20
C 3.418 1.997 -1.002 -0.2 -0.8 0.2 0.24
C -0.939 -4.367 -1.204 0.2 0.4 0.1 -0.20
H 1.327 1.914 2.219 -0.3 -0.5 -0.2 0.21
C -1.581 -2.570 -3.524 0.3 0.2 0.5 -0.21
H -0.638 2.787 1.388 0.1 -0.4 -0.4 0.22
C -1.029 -2.088 -2.325 0.0 0.9 -0.8 0.18
H 0.579 -2.631 1.874 -0.1 -0.2 -0.6 0.22
C 4.068 0.394 0.699 -0.6 0.1 -0.6 0.27
N -0.782 -0.761 -2.173 -0.6 -0.5 -0.3 -0.48
Pb -0.070 0.057 0.069 0.3 0.5 0.4 1.44
H -0.955 1.170 -2.925 0.0 -0.4 0.0 0.22
I -2.949 -0.151 1.172 0.4 -0.1 -0.3 -0.62
C 0.692 1.020 2.236 1.3 -0.8 2.4 -0.73
F 4.451 4.130 -1.044 -0.1 -0.5 0.3 -0.30
F 3.961 -0.840 1.236 0.0 0.3 0.0 -0.32
H 0.251 -5.122 1.906 -0.1 0.1 -0.2 0.24
F 5.770 0.962 2.243 -0.4 0.2 -0.3 -0.30
N -0.092 -2.432 -0.097 -0.6 -0.4 -0.1 -0.47
O 2.241 -0.049 -0.753 -0.7 -0.6 -0.3 -0.81
H -2.318 -2.056 -5.470 0.1 0.2 0.2 0.23
C 4.968 1.301 1.210 0.3 0.6 0.0 0.26
C -0.596 -5.159 -0.099 0.1 0.5 -0.2 -0.14
C 0.182 -3.164 0.996 -0.1 -0.3 -0.7 0.08
H -0.775 -6.237 -0.137 0.1 0.4 0.1 0.23
C 3.197 0.731 -0.377 0.1 0.6 0.2 0.23
```
Positions in Å, forces in eV/Å.

Output
Strongest force on any atom, eV/Å: 2.9
LUMO energy (alpha / beta), eV: -1.67 / -1.64
E_HOMO (alpha / beta), hartree: -0.2662 / -0.2677
Orbital gap (alpha / beta), eV: 5.5794 / 5.6492

Entry 2:
Density functional theory data (ωB97M-V/def2-TZVPD) for the molecule C14H19N5.

The geometry in XYZ format:
```
38
Properties=species:S:1:pos:R:3:forces:R:3:nbo_charge:R:1
H 1.530 0.850 -0.362 0.0 -1.5 -1.5 0.22
C 1.107 -2.291 0.040 9.3 4.0 14.9 -0.05
H -1.372 -0.248 0.029 -0.4 0.9 0.1 0.20
H -2.041 3.718 1.529 -2.7 2.8 5.3 0.19
H -1.828 -4.635 -5.385 -1.5 -0.2 -2.4 0.39
N 0.192 -4.842 -3.104 -1.8 0.6 -2.7 -0.25
H 0.054 4.481 0.917 -0.6 0.4 -1.7 0.22
C -1.682 3.127 0.865 5.3 -4.9 -3.2 -0.60
N -1.395 -4.508 -4.539 4.0 -3.4 -0.2 -0.18
H -2.203 3.417 0.032 -0.6 0.9 -2.9 0.20
C 0.423 -1.271 0.487 -5.3 4.5 1.1 -0.09
C 0.715 2.780 -0.142 -0.3 3.2 -2.9 -0.45
C 0.327 1.663 2.633 -1.0 4.5 4.4 -0.21
H -0.713 1.491 3.175 2.2 0.1 -0.5 0.19
H -1.930 -1.587 -1.853 -4.0 0.3 -2.7 0.21
C 1.306 1.614 0.298 1.9 -5.0 7.0 -0.18
N 0.258 1.020 1.459 1.2 -3.0 -3.4 -0.48
H 2.272 1.633 0.992 -1.6 0.8 -1.5 0.19
C -0.069 3.385 0.917 -5.9 5.2 -2.0 -0.22
H 1.504 3.487 -0.435 -0.1 -0.1 -0.3 0.23
H 1.586 -3.985 -1.182 0.4 0.4 1.1 0.26
H 0.168 -0.770 2.512 -7.2 -6.9 13.9 0.18
H 1.984 -2.700 0.924 -1.8 1.7 -2.3 0.15
H 1.239 1.407 3.395 -1.7 0.3 -1.6 0.15
C -0.600 -3.691 -2.773 1.9 -4.0 -2.3 0.21
N -1.622 -3.511 -3.817 3.4 0.1 4.7 -0.17
N -0.160 -5.416 -4.295 -3.5 5.5 4.3 -0.06
C -0.674 -0.970 -0.308 -1.4 -2.1 -2.8 -0.16
H 1.488 -0.672 2.268 -0.6 1.3 -1.3 0.11
H 0.041 2.662 -1.020 0.6 -0.2 0.4 0.23
H -1.756 2.002 0.857 -0.5 1.3 1.0 0.22
C 1.011 -3.128 -0.806 -2.0 -9.4 -11.0 -0.30
H 1.351 3.607 2.485 0.2 0.0 -1.2 0.20
C -1.056 -1.812 -1.469 8.4 -0.6 7.5 -0.20
C 0.307 3.325 2.237 5.0 -6.0 6.9 -0.43
H -0.019 3.697 3.182 -2.2 1.2 -0.3 0.25
C -0.113 -2.960 -1.534 -7.8 3.0 -6.3 -0.03
C 0.371 -0.368 1.790 10.7 4.2 -15.7 -0.14
```
Positions in Å, forces in eV/Å.

Output
Strongest force on any atom, eV/Å: 19.5
LUMO energy, eV: 0.37
E_HOMO, hartree: -0.3052
Energy above the lowest of the compared OMol25 structures with the same formula, charge and spin, eV: 13.0031
Orbital gap, eV: 8.6731
SMILES string: CC1CCN(Cc2ccc(-c3nn[nH]n3)cc2)CC1

Entry 3:
Density functional theory data (ωB97M-V/def2-TZVPD) for a structure of composition C10H27ClIIrN2P2.

The geometry in XYZ format:
```
44
Properties=species:S:1:pos:R:3:forces:R:3:nbo_charge:R:1
H -2.838 2.088 -1.610 0.0 0.2 -0.2 0.26
N -0.142 -0.402 3.374 -1.2 1.5 2.3 -0.08
H -3.135 -1.406 -2.675 0.1 -0.1 -0.1 0.27
H 1.170 1.197 3.845 -0.3 0.1 -0.1 0.27
C 2.623 2.400 -1.820 -0.7 -0.5 -0.1 -0.91
H -0.978 -2.438 1.496 0.6 0.6 -0.2 0.24
C 2.928 -0.445 -2.323 0.2 -0.2 0.1 -0.95
H 1.847 -0.397 4.052 0.1 -0.2 0.0 0.28
C -0.143 0.007 2.087 0.9 -0.3 -5.3 0.22
H 0.737 -2.354 2.058 -0.6 0.2 -0.3 0.23
H -3.591 -0.783 -0.717 0.4 0.1 0.0 0.27
Ir 0.780 0.408 -3.090 -4.2 -0.4 -3.5 0.85
H -1.370 -0.392 5.062 -0.2 -0.1 -0.1 0.27
H 2.230 2.569 -2.832 0.5 0.8 0.1 0.25
C -2.045 -1.407 -2.644 1.1 0.0 -0.3 -0.94
H -1.621 -1.308 -3.644 -0.3 -0.6 0.0 0.24
P 1.946 0.768 -1.349 3.8 1.6 4.4 0.98
P -1.526 0.061 -1.680 -3.7 -1.0 0.5 0.98
N 0.106 -0.638 0.994 -1.4 1.1 3.1 -0.43
C -2.664 -0.421 -0.256 0.6 0.0 0.9 -0.89
I -0.759 1.840 1.485 -0.2 2.6 0.6 0.38
H 3.713 2.408 -1.772 0.0 -0.1 -0.2 0.29
Cl -0.542 0.616 -4.882 0.8 0.2 0.2 -0.11
C -1.481 -0.485 3.983 0.1 -0.5 0.5 -0.46
H 2.571 -0.624 -3.376 0.9 -0.4 0.3 0.26
H -2.920 0.436 0.381 0.1 -0.3 -0.3 0.24
H 0.624 0.179 5.219 0.1 0.0 0.1 0.27
H 3.751 0.546 0.259 -0.3 0.1 -0.3 0.29
H -1.947 -1.441 3.720 0.1 -0.1 0.0 0.28
C -2.782 1.244 -2.296 1.0 0.7 -0.5 -0.92
H -2.489 1.552 -3.301 -0.4 0.3 0.1 0.26
C 2.652 0.593 0.337 -0.1 -0.6 0.4 -0.91
H -2.245 -1.227 0.353 -0.2 0.2 -0.2 0.22
H 2.903 -1.369 -1.749 0.1 -0.3 -0.4 0.29
H 2.309 -0.323 0.828 0.3 0.2 -0.3 0.26
C 0.025 -2.014 1.262 1.8 -3.7 -0.7 -0.51
C 0.933 0.183 4.180 0.3 -0.7 0.4 -0.45
H -1.683 -2.305 -2.137 -0.1 -0.1 -0.3 0.26
H 2.212 3.107 -1.096 -0.1 0.2 -0.3 0.28
H 0.407 -2.498 0.350 -0.4 -0.4 0.4 0.23
H -3.742 0.728 -2.310 0.1 0.0 0.0 0.27
H 2.396 1.445 0.979 -0.1 -0.1 -0.4 0.27
H 3.924 -0.001 -2.341 0.1 -0.2 -0.3 0.31
H -2.142 0.302 3.593 0.3 0.0 0.0 0.28
```
Positions in Å, forces in eV/Å.

Output
Strongest force on any atom, eV/Å: 6.0
LUMO energy (alpha / beta), eV: -9.69 / -13.61
E_HOMO (alpha / beta), hartree: -0.6631 / -0.7058
Energy above the lowest of the compared OMol25 structures with the same formula, charge and spin, eV: 0.3095
2S+1: 6
Orbital gap (alpha / beta), eV: 8.3556 / 5.6014
Net charge: +3